34
Properties=species:S:1:pos:R:3:forces:R:3:lowdin_charge:R:1 method="wB97M-V/def2-TZVPD" homo_energy_ev="-13.5108 / -13.5106" de_lowest_kcal_mol=44.0 max_force_ha_per_bohr=0.089 total_charge=+1 spin_multiplicity=1 e_lumo_ha="-0.240 / -0.240" gap_ha="0.2565 / 0.2565"
C 0.566 1.364 -0.472 -3.947 0.529 2.284 0.161
C -0.482 1.218 0.510 1.444 0.204 -1.585 0.039
C 1.076 0.096 -0.962 3.865 -0.432 -1.117 -0.328
C -0.991 -0.011 1.020 1.073 -1.117 -1.660 0.079
C 0.425 -0.587 -3.166 1.869 0.211 -2.107 -0.032
C 2.733 -1.243 -2.256 0.938 0.422 0.168 -0.050
C 2.367 1.047 -3.122 1.093 0.817 0.472 -0.055
C -1.122 -1.533 2.838 0.065 -1.990 2.210 -0.041
C -3.197 -0.505 1.955 2.565 -1.440 0.604 0.036
C -1.588 1.057 3.179 -2.581 -1.001 -0.495 -0.017
C 1.722 -0.150 -2.449 -2.245 1.019 1.270 -0.554
C -1.636 -0.207 2.293 -1.938 -0.132 -0.310 -0.559
O 1.240 -0.807 -0.160 -1.069 0.163 0.190 0.095
H 0.832 2.377 -0.847 -0.105 -1.009 0.299 0.146
H -0.991 2.044 0.984 0.480 0.657 -0.284 0.110
H -0.868 -0.945 0.412 -0.273 0.961 0.415 0.155
H -0.092 -1.232 -2.455 -0.833 0.175 -0.716 0.086
H -0.040 0.289 -3.720 -0.235 -1.119 1.354 0.115
H 0.849 -1.189 -4.008 -0.821 -0.048 0.491 0.105
H 3.537 -1.102 -3.083 -1.454 -1.106 1.432 0.136
H 2.227 -2.201 -2.057 0.654 0.024 -0.857 0.099
H 3.141 -0.989 -1.264 0.827 -0.374 -0.638 0.088
H 3.448 1.160 -2.759 -1.448 -0.093 -0.667 0.117
H 1.852 1.984 -2.869 0.073 -0.125 -0.273 0.069
H 2.349 0.943 -4.236 0.117 -0.045 0.925 0.110
H -1.306 -2.436 2.195 -0.212 1.102 0.241 0.108
H -1.621 -1.813 3.880 1.081 0.874 -2.126 0.149
H -0.029 -1.536 2.944 -0.268 0.191 0.380 0.093
H -3.390 -1.425 1.464 0.407 -1.034 -0.616 0.087
H -3.649 -0.615 2.895 -0.721 0.358 1.385 0.087
H -3.586 0.215 1.363 -1.474 2.656 -1.466 0.054
H -0.567 1.270 3.243 1.496 1.024 0.687 0.070
H -2.075 0.842 4.176 0.684 0.447 -1.118 0.123
H -2.180 1.848 2.603 0.893 -0.771 1.229 0.116

19
Properties=species:S:1:pos:R:3:forces:R:3:lowdin_charge:R:1 method="wB97M-V/def2-TZVPD" homo_energy_ev=-8.6989 de_lowest_kcal_mol=55.0 max_force_ha_per_bohr=0.082 smiles=CN[C@H](CN)CS spin_multiplicity=1 e_lumo_ha=0.031 gap_ha=0.3503
C 1.430 0.234 1.902 -1.702 0.244 -1.951 -0.075
N -0.102 -0.005 1.526 3.289 0.390 2.569 -0.067
C -0.553 0.072 0.156 1.550 2.084 -0.638 -0.471
C 0.138 1.284 -0.713 1.118 -0.806 2.617 -0.510
S -1.130 1.894 -1.938 0.654 0.354 2.169 0.662
C -0.453 -1.286 -0.482 -1.719 -1.011 -1.552 -0.228
N -1.092 -1.277 -1.897 0.939 -1.017 1.743 -0.018
H 2.150 -0.082 1.143 -0.267 -0.298 -0.165 0.064
H 1.688 1.252 2.113 -0.641 1.197 -0.614 0.046
H 1.787 -0.123 2.830 -0.537 -1.620 1.118 0.044
H -0.360 -0.893 1.973 0.059 0.577 -0.519 0.090
H -1.499 0.588 0.195 -1.159 -1.319 0.070 0.077
H 0.443 2.120 0.067 -0.847 -1.522 -1.757 0.100
H 1.118 0.848 -1.036 -0.883 0.774 -0.731 0.072
H -1.835 2.250 -0.781 0.209 -0.050 -1.580 -0.093
H -0.962 -2.036 0.181 0.130 0.661 -0.700 0.118
H 0.561 -1.685 -0.629 0.181 0.606 0.627 0.110
H -0.304 -0.908 -2.397 0.068 0.751 -0.858 0.023
H -1.025 -2.249 -2.211 -0.441 0.003 0.152 0.056

10
Properties=species:S:1:pos:R:3:forces:R:3:lowdin_charge:R:1 method="wB97M-V/def2-TZVPD" homo_energy_ev="-1.7389 / -4.6325" de_lowest_kcal_mol=0.0 max_force_ha_per_bohr=0.077 total_charge=-1 spin_multiplicity=3 e_lumo_ha="0.129 / 0.128" gap_ha="0.1932 / 0.2984"
C 1.121 0.706 0.502 -0.559 -2.814 -1.431 -0.013
C 2.315 0.281 0.273 2.391 -1.419 -2.831 -0.200
C -0.144 -0.049 -0.042 -0.192 1.071 0.075 -0.638
N -0.265 -1.014 -0.925 1.298 0.211 1.197 -0.182
O 3.301 -0.148 -0.237 -1.281 0.703 1.715 0.111
O -1.140 0.494 0.385 -2.115 1.672 1.845 -0.050
O -1.331 -3.243 -2.394 -0.948 -0.417 0.071 -0.746
S -0.041 -2.491 -2.365 1.719 -1.815 -2.388 0.635
H 0.957 1.589 0.979 -0.648 2.063 1.371 0.063
H -1.251 -1.310 -0.955 0.335 0.745 0.377 0.020

80
Properties=species:S:1:pos:R:3:forces:R:3:lowdin_charge:R:1 method="wB97M-V/def2-TZVPD" homo_energy_ev=-4.4046 de_lowest_kcal_mol=236.3 max_force_ha_per_bohr=0.180 total_charge=-1 spin_multiplicity=1 e_lumo_ha=-0.009 gap_ha=0.1524
O -3.473 6.893 -0.765 -0.246 -3.495 0.172 -0.088
C -2.935 5.821 -0.344 4.467 4.101 2.915 -0.703
O -1.725 5.937 0.346 -4.949 -2.197 -2.818 -0.271
C -3.610 4.342 -0.522 -0.935 2.243 -0.918 -0.726
I -3.384 3.348 1.387 0.010 0.173 -0.059 0.953
C -5.174 4.524 -0.829 -0.835 -0.813 0.308 -0.217
C -5.880 3.268 -1.536 -0.806 -0.112 0.021 -0.281
C -6.349 2.103 -0.537 0.462 0.659 -0.391 -0.568
S -7.104 0.669 -1.508 -0.106 0.187 0.028 0.563
N -2.949 3.646 -1.681 0.628 -2.222 1.528 -0.465
Cl -1.896 4.675 -2.576 0.087 -0.287 -0.198 0.724
C -2.293 2.358 -1.309 2.502 -2.710 0.465 -0.403
C -0.798 2.289 -0.924 0.346 -1.610 0.309 -0.044
C -0.003 0.993 -0.533 -5.848 -0.065 -1.542 -0.027
C -0.934 -0.285 -0.574 -0.655 4.224 -0.620 -0.054
C -2.403 -0.016 -0.965 1.711 -0.134 0.446 -0.140
N -3.078 1.180 -1.332 3.923 0.437 0.912 0.067
H -5.427 5.449 -1.456 1.064 -1.207 0.863 0.118
H -5.705 4.676 0.182 0.826 -0.083 -1.493 0.097
H -5.281 2.787 -2.379 -0.452 0.863 1.247 0.087
H -6.846 3.675 -2.029 1.454 -0.696 0.767 0.110
H -7.172 2.527 0.145 1.080 -0.886 -1.040 0.080
H -5.520 1.662 0.107 -1.026 0.790 -1.046 0.003
H -6.563 0.645 -2.784 0.060 0.627 1.212 -0.150
H -0.220 3.283 -0.899 -1.123 -1.660 -0.032 0.087
H 1.098 0.966 -0.256 -1.715 0.175 -0.402 0.086
H -0.541 -1.328 -0.294 -0.879 1.845 -0.550 0.089
H -3.070 -0.958 -0.963 1.025 1.791 -0.087 0.098
O 0.144 -1.368 3.078 1.390 4.050 1.702 -0.231
P 0.144 -1.351 4.618 -3.101 -8.745 -0.155 0.760
O 1.165 -2.646 4.809 0.770 0.827 -0.047 -0.235
C 2.553 -2.423 4.602 0.302 -0.111 0.041 -0.303
C 3.163 -1.628 5.743 0.038 0.081 0.079 -0.089
O -1.292 -2.185 4.723 0.085 1.269 0.497 -0.279
C -2.258 -2.160 3.682 -0.323 -0.265 -0.389 -0.287
C -2.132 -3.412 2.834 0.151 -0.138 -0.121 -0.073
O 0.123 -1.232 6.327 1.136 2.663 -1.838 -0.252
C -0.858 -1.805 7.182 -0.850 0.184 0.625 -0.291
C -0.641 -3.292 7.385 0.274 -0.243 -0.351 -0.073
H 2.714 -1.917 3.646 -0.009 -0.044 -0.028 0.108
H 3.033 -3.403 4.543 -0.181 -0.004 -0.027 0.117
H 2.758 -0.611 5.770 0.058 -0.005 0.006 0.070
H 4.247 -1.560 5.629 -0.050 0.019 -0.024 0.076
H 2.934 -2.092 6.705 0.029 0.000 -0.104 0.077
H -2.183 -1.249 3.085 0.123 -0.168 -0.005 0.107
H -3.246 -2.146 4.153 0.109 0.013 0.157 0.117
H -1.131 -3.508 2.405 -0.096 0.185 -0.004 0.072
H -2.862 -3.407 2.021 0.024 0.014 0.060 0.077
H -2.296 -4.303 3.446 -0.088 0.084 -0.002 0.074
H -1.870 -1.573 6.844 0.162 -0.158 -0.101 0.113
H -0.747 -1.307 8.151 0.231 0.155 -0.159 0.116
H -0.741 -3.852 6.454 -0.074 0.136 0.047 0.069
H -1.366 -3.687 8.101 0.019 0.149 0.015 0.079
H 0.367 -3.483 7.763 -0.123 0.076 0.059 0.078
O 3.209 -1.129 -2.069 -0.098 4.090 1.973 -0.231
P 3.663 -0.110 -3.123 1.159 -6.757 -6.203 0.747
O 2.582 -0.601 -4.280 -0.463 0.688 0.508 -0.237
C 1.226 -0.186 -4.132 -0.442 0.109 -0.120 -0.291
C 1.062 1.291 -4.440 -0.005 0.065 -0.016 -0.080
O 4.964 -1.023 -3.607 0.407 1.095 0.613 -0.278
C 5.605 -1.953 -2.747 0.097 -0.455 -0.015 -0.296
C 5.111 -3.356 -3.047 -0.202 -0.140 -0.034 -0.075
O 4.156 1.083 -4.248 -1.001 1.000 3.072 -0.248
C 5.251 0.966 -5.147 0.967 0.345 -0.200 -0.292
C 4.914 0.109 -6.351 -0.390 -0.329 0.049 -0.072
H 0.872 -0.414 -3.122 -0.020 -0.028 -0.030 0.090
H 0.630 -0.774 -4.834 0.181 -0.079 0.034 0.119
H 1.583 1.905 -3.698 -0.089 0.031 0.015 0.069
H 0.007 1.571 -4.433 0.060 -0.001 0.091 0.080
H 1.488 1.533 -5.417 -0.052 -0.063 0.056 0.076
H 5.475 -1.689 -1.695 -0.175 -0.061 -0.124 0.106
H 6.678 -1.900 -2.955 -0.045 0.126 -0.105 0.114
H 4.026 -3.434 -2.928 0.122 0.112 0.140 0.075
H 5.588 -4.086 -2.389 -0.004 0.043 -0.038 0.075
H 5.330 -3.623 -4.084 0.095 0.041 0.078 0.076
H 6.156 0.632 -4.636 -0.184 -0.135 -0.059 0.110
H 5.467 1.981 -5.498 -0.240 0.064 0.191 0.117
H 4.690 -0.921 -6.072 0.089 0.102 0.066 0.068
H 5.750 0.099 -7.056 0.008 0.123 0.091 0.078
H 4.028 0.499 -6.862 0.147 0.051 0.038 0.080

no.,electronic energy (eV)
1,-14821.4530
2,-18155.6349
3,-21608.5209
4,-96963.3420